*1*
{
  "formula": "H4N2O2P",
  "method": "ωB97M-V/def2-TZVPD",
  "e_homo_ev": -3.9,
  "gap_ev": 8.4,
  "charge": -1,
  "species": ["N", "N", "O", "O", "P", "H", "H", "H", "H"],
  "xyz": [[-1.137, 1.153, -1.515], [-1.627, 0.200, -0.535], [2.210, -0.746, 2.223], [0.757, 0.799, 0.245], [0.086, 0.080, -0.926], [1.737, -0.192, 1.538], [-1.341, 0.783, -2.410], [-2.285, -0.551, -0.793], [1.599, -1.526, 2.173]]
}

*2*
{
  "formula": "H4N2O2P",
  "method": "ωB97M-V/def2-TZVPD",
  "e_homo_ev": [-3.9, -3.2],
  "gap_ev": [7.3, 7.6],
  "charge": -1,
  "species": ["N", "N", "O", "O", "P", "H", "H", "H", "H"],
  "xyz": [[-1.130, 0.740, 0.064], [1.004, -0.760, -0.687], [-1.441, -1.670, -0.824], [-0.182, -0.671, 2.812], [-0.558, -0.910, 0.117], [-2.012, 0.754, -0.365], [-1.196, 1.164, 0.967], [1.109, -1.730, -1.205], [1.767, -0.685, -0.092]]
}

Pick *1*: it beats the second-best structure by 2.086 eV.

*1*
{
  "formula": "C3H5P",
  "method": "ωB97M-V/def2-TZVPD",
  "e_homo_ev": -9.0,
  "gap_ev": 9.4,
  "charge": 0,
  "smiles": "P=C1CC1",
  "species": ["C", "C", "C", "P", "H", "H", "H", "H", "H"],
  "xyz": [[0.385, 0.169, -0.293], [-0.817, 0.646, 0.361], [-0.522, -0.808, 0.429], [1.752, 0.645, -1.098], [-0.681, 1.333, 1.257], [-1.478, 1.145, -0.233], [-1.081, -1.594, -0.067], [0.053, -1.009, 1.345], [2.389, -0.527, -1.701]]
}

*2*
{
  "formula": "C3H5P",
  "method": "ωB97M-V/def2-TZVPD",
  "e_homo_ev": -9.5,
  "gap_ev": 9.2,
  "charge": 0,
  "smiles": "C#CP=C.[H][H]",
  "species": ["C", "C", "C", "P", "H", "H", "H", "H", "H"],
  "xyz": [[3.215, 1.484, 0.124], [2.545, 0.505, -0.021], [0.333, -1.013, 0.254], [1.972, -1.196, -0.100], [3.280, 2.510, -0.069], [-2.591, -1.087, 0.291], [-0.117, -0.129, 0.387], [-0.304, -1.760, 0.344], [-1.877, -0.978, 0.326]]
}

Pick *1*: it beats the second-best structure by 1.728 eV.

*1*
{
  "formula": "C3H8N4O2",
  "method": "ωB97M-V/def2-TZVPD",
  "e_homo_ev": -7.9,
  "gap_ev": 8.6,
  "charge": 0,
  "species": ["C", "N", "C", "C", "N", "N", "O", "N", "O", "H", "H", "H", "H", "H", "H", "H", "H"],
  "xyz": [[0.171, -1.438, 0.902], [-1.083, -0.216, -0.978], [0.527, -1.131, -0.529], [0.572, -0.013, 0.531], [-0.251, 2.029, -0.294], [1.735, 0.561, 1.067], [-2.270, -0.947, -0.981], [-0.613, 0.820, 0.212], [1.211, -1.626, -1.416], [-2.490, -1.186, -0.068], [-0.821, -0.047, -1.951], [0.427, 2.039, -1.055], [-1.046, 2.630, -0.458], [2.253, 1.137, 0.418], [1.590, 1.033, 1.950], [-0.845, -1.655, 1.219], [0.934, -1.989, 1.433]]
}

*2*
{
  "formula": "C3H8N4O2",
  "method": "ωB97M-V/def2-TZVPD",
  "e_homo_ev": -8.8,
  "gap_ev": 8.4,
  "charge": 0,
  "species": ["C", "C", "C", "H", "H", "H", "H", "H", "H", "H", "H", "N", "N", "N", "N", "O", "O"],
  "xyz": [[-1.174, 0.533, -0.113], [1.061, 0.601, 0.698], [1.983, -0.196, -0.041], [-2.832, -1.320, 1.664], [-2.593, -2.455, -0.036], [-2.121, 2.315, 0.091], [-2.914, 0.723, -0.289], [-0.161, 2.471, -0.123], [2.031, 1.307, 0.887], [0.497, -0.009, 1.499], [0.528, -1.089, -0.751], [-2.593, -1.384, 0.352], [-1.213, -0.833, 0.030], [-2.099, 1.395, -0.536], [0.040, 1.081, -0.046], [1.492, -1.138, -0.821], [3.184, -0.036, 0.221]]
}

Pick *2*: it beats the second-best structure by 0.496 eV.

*1*
{
  "formula": "C2H8N3O",
  "method": "ωB97M-V/def2-TZVPD",
  "e_homo_ev": [-3.8, -7.9],
  "gap_ev": [4.3, 8.3],
  "spin_multiplicity": 2,
  "charge": 0,
  "s_squared": 0.7531,
  "species": ["C", "N", "O", "H", "H", "H", "N", "C", "N", "H", "H", "H", "H", "H"],
  "xyz": [[-1.363, 0.289, -1.286], [-1.977, 1.494, -1.614], [-0.194, 0.166, -0.785], [-1.893, -0.562, -1.459], [-2.899, 1.670, -1.224], [-1.623, 2.049, -2.445], [0.870, -1.635, 0.591], [1.366, -0.893, 1.526], [1.347, 0.464, 1.631], [0.170, -0.980, -0.091], [1.239, -2.545, 0.329], [2.001, -1.549, 2.216], [1.692, 0.878, 2.488], [1.155, 1.069, 0.773]]
}

*2*
{
  "formula": "C2H8N3O",
  "method": "ωB97M-V/def2-TZVPD",
  "e_homo_ev": [-3.3, -8.3],
  "gap_ev": [3.9, 9.0],
  "spin_multiplicity": 2,
  "charge": 0,
  "s_squared": 0.7540,
  "species": ["C", "N", "O", "H", "H", "H", "N", "C", "N", "H", "H", "H", "H", "H"],
  "xyz": [[-1.552, 0.849, -1.112], [-2.178, 0.036, -1.975], [-0.611, 0.397, -0.342], [-1.871, 1.928, -0.955], [-2.312, 0.579, -2.830], [-1.728, -0.843, -2.192], [0.836, -1.519, 1.149], [1.701, -0.477, 1.214], [1.480, 0.819, 1.020], [-0.144, -1.154, 1.015], [1.218, -2.504, 1.306], [2.818, -0.624, 1.463], [1.834, 1.598, 1.586], [0.509, 0.914, 0.652]]
}

Pick *2*: it beats the second-best structure by 0.109 eV.